Record 1
Formula: C6H13OP
Source: the Open Molecules 2025 dataset
Level of theory: ωB97M-V with the def2-TZVPD basis set

Last column: Mulliken charge in e.
Cartesian coordinates (Å):
C1 -3.00 1.21 0.41  -1.007
P1 -1.87 0.11 -0.60  0.669
O1 -2.71 -1.02 -1.13  -0.664
C2 -0.23 0.25 0.53  -0.329
C3 0.98 0.65 -0.35  -0.994
C4 0.95 -0.69 0.37  1.396
C5 0.78 -1.89 -0.53  -1.299
C6 1.78 -0.88 1.58  -1.623
H1 -3.90 0.78 0.65  0.353
H2 -3.11 2.18 -0.14  0.295
H3 -2.46 1.41 1.39  0.263
H4 -1.60 1.09 -1.45  -0.043
H5 -0.36 0.53 1.62  0.381
H6 1.80 1.34 0.10  0.254
H7 1.00 0.57 -1.41  0.350
H8 1.67 -2.44 -0.86  0.381
H9 0.29 -1.60 -1.53  0.245
H10 0.15 -2.67 -0.04  0.291
H11 1.28 -1.67 2.24  0.325
H12 2.85 -1.05 1.27  0.323
H13 1.95 -0.07 2.27  0.434

## Properties
structure (SMILES): C[P@H](=O)[C@@H]1CC1(C)C
gap between HOMO and LUMO: 10.447 eV
multiplicity: 1
relative energy (zero: lowest compared OMol25 entry of this formula, charge and spin): 27.8 kcal per mole
E: -652.93436 Eh
M: 132.1 g/mol

Record 2
Formula: C6H13P
Source: the Open Molecules 2025 dataset
Level of theory: ωB97M-V with the def2-TZVPD basis set

Last column: Mulliken charge in e.
Cartesian coordinates (Å):
C1 2.43 0.97 -0.43  -0.643
C2 -2.20 -1.28 0.35  -0.888
C3 1.85 0.02 0.23  0.252
C4 2.44 -1.20 0.77  -0.983
C5 -1.83 1.32 0.87  -1.154
C6 -1.19 0.29 -1.71  -1.005
P1 -0.93 -0.17 0.07  0.570
H1 1.79 1.67 -0.96  0.198
H2 3.56 1.33 -0.32  0.216
H3 -1.89 -2.13 -0.23  0.314
H4 -2.04 -1.50 1.48  0.251
H5 1.85 -2.09 0.51  0.265
H6 3.38 -1.50 0.30  0.370
H7 2.38 -1.15 1.97  0.226
H8 -1.20 2.24 0.86  0.276
H9 -2.67 1.31 0.26  0.402
H10 -2.01 0.95 1.83  0.379
H11 -0.42 0.99 -1.90  0.299
H12 -1.05 -0.71 -2.16  0.303
H13 -2.25 0.65 -1.80  0.349

## Properties
gap between HOMO and LUMO (alpha / beta): 7.162 / 7.733 eV
multiplicity: 1
relative energy (zero: lowest compared OMol25 entry of this formula, charge and spin): 125.5 kcal per mole
E: -577.53581 Eh
M: 116.1 g/mol

Record 3
Formula: C6H14
Source: the Open Molecules 2025 dataset
Level of theory: ωB97M-V with the def2-TZVPD basis set

Last column: Mulliken charge in e.
Cartesian coordinates (Å):
C1 -1.70 1.08 1.71  -1.254
C2 -0.29 0.74 1.28  0.092
C3 0.06 0.35 0.05  0.235
C4 -0.95 0.27 -1.06  -1.332
C5 1.51 0.03 -0.28  -0.377
C6 1.82 -0.95 -1.42  -1.252
H1 -2.38 0.22 1.62  0.294
H2 -1.73 1.40 2.76  0.332
H3 -2.13 1.89 1.11  0.325
H4 0.48 0.77 2.05  0.305
H5 -0.74 -0.55 -1.76  0.401
H6 -1.97 0.13 -0.69  0.337
H7 -0.92 1.20 -1.63  0.308
H8 2.01 -0.33 0.63  0.277
H9 1.99 0.98 -0.53  0.280
H10 1.43 -0.60 -2.38  0.331
H11 2.90 -1.05 -1.53  0.366
H12 1.42 -1.96 -1.24  0.299
H13 -0.39 -1.52 0.89  -0.098
H14 -0.42 -2.11 0.43  0.129

## Properties
structure (SMILES): C/C=C(\C)CC.[H][H]
gap between HOMO and LUMO: 9.796 eV
multiplicity: 1
relative energy (zero: lowest compared OMol25 entry of this formula, charge and spin): 44.4 kcal per mole
E: -236.94059 Eh
M: 86.2 g/mol

Record 4
Formula: C6H14
Source: the Open Molecules 2025 dataset
Level of theory: ωB97M-V with the def2-TZVPD basis set

Last column: Mulliken charge in e.
Cartesian coordinates (Å):
C1 2.24 1.55 -0.39  -1.141
C2 1.44 1.02 0.86  -0.663
C3 0.05 0.47 0.50  -0.321
C4 0.13 -0.89 -0.17  -0.403
C5 -1.23 -1.40 -0.61  -0.575
C6 -2.50 -0.79 -0.02  -1.210
H1 1.79 2.41 -0.88  0.322
H2 3.25 1.70 -0.01  0.340
H3 2.32 0.70 -1.07  0.313
H4 1.97 0.15 1.24  0.307
H5 1.30 1.85 1.54  0.359
H6 -0.50 0.40 1.45  0.285
H7 -0.44 1.19 -0.20  0.266
H8 0.66 -1.62 0.47  0.347
H9 0.81 -0.78 -1.04  0.168
H10 -1.42 -1.51 -1.75  0.329
H11 -1.42 -2.47 -0.46  0.288
H12 -2.55 -1.03 1.06  0.276
H13 -3.33 -1.26 -0.52  0.391
H14 -2.58 0.28 -0.02  0.320

## Properties
structure (SMILES): CCCCCC
gap between HOMO and LUMO: 11.639 eV
multiplicity: 1
relative energy (zero: lowest compared OMol25 entry of this formula, charge and spin): 21.3 kcal per mole
E: -236.97751 Eh
M: 86.2 g/mol

Record 5
Formula: C6H14
Source: the Open Molecules 2025 dataset
Level of theory: ωB97M-V with the def2-TZVPD basis set

Last column: Mulliken charge in e.
Cartesian coordinates (Å):
C1 -1.16 0.32 -1.98  -1.121
C2 -1.06 0.74 -0.45  -0.675
C3 0.13 0.13 0.27  -0.760
C4 1.32 0.95 0.40  0.146
C5 2.64 0.56 -0.04  -0.358
C6 2.63 0.32 1.49  -1.098
H1 -2.08 0.71 -2.39  0.362
H2 -1.09 -0.79 -2.03  0.313
H3 -0.28 0.68 -2.50  0.281
H4 -1.03 1.79 -0.46  0.369
H5 -1.96 0.37 -0.03  0.384
H6 -6.51 -4.59 0.37  0.001
H7 -0.20 -0.50 1.13  0.214
H8 1.25 2.07 0.65  0.369
H9 2.62 -0.36 -0.65  0.282
H10 -6.86 -4.29 1.01  -0.001
H11 3.40 1.34 -0.42  0.262
H12 2.13 -0.63 1.73  0.309
H13 2.39 1.12 2.21  0.348
H14 3.71 0.07 1.70  0.373

## Properties
gap between HOMO and LUMO: 6.869 eV
multiplicity: 1
relative energy (zero: lowest compared OMol25 entry of this formula, charge and spin): 150.9 kcal per mole
E: -236.77091 Eh
M: 86.2 g/mol

Record 6
Formula: C6H14AuMgO4
Source: the Open Molecules 2025 dataset
Level of theory: ωB97M-V with the def2-TZVPD basis set

Last column: Löwdin spin population.
Cartesian coordinates (Å):
O1 3.09 0.22 2.41  0.050
Mg1 4.52 -0.48 3.47  0.011
C1 2.93 1.53 1.86  0.004
H1 1.93 1.92 2.10  0.001
H2 2.86 1.37 0.70  0.001
H3 3.74 2.19 2.15  0.001
O2 1.73 0.42 -0.62  0.445
C2 1.90 -0.86 -0.26  0.530
C3 0.73 -1.78 -0.50  0.095
O3 -0.45 -1.00 -0.30  0.229
C4 -1.68 -1.51 -0.81  0.018
C5 -2.69 -0.41 -0.61  0.053
O4 -2.12 0.82 -1.10  0.463
C6 -3.07 1.89 -1.20  0.086
Au1 -0.20 0.84 -0.83  0.769
H4 2.41 -0.44 1.89  0.036
H5 2.89 -1.30 -0.46  0.035
H6 0.74 -2.65 0.18  0.014
H7 0.72 -2.16 -1.54  0.024
H8 -1.98 -2.41 -0.26  0.007
H9 -1.55 -1.75 -1.87  0.006
H10 -2.95 -0.28 0.45  0.033
H11 -3.60 -0.63 -1.18  0.015
H12 -2.53 2.78 -1.53  0.004
H13 -3.84 1.62 -1.93  0.033
H14 -3.52 2.07 -0.21  0.040

## Properties
gap between HOMO and LUMO (alpha / beta): 4.967 / 5.054 eV
multiplicity: 4
net charge: +4
relative energy (zero: lowest compared OMol25 entry of this formula, charge and spin): 0.0 kcal per mole
E: -871.68545 Eh
⟨S²⟩: 3.7629
M: 371.4 g/mol

Record 7
Formula: C6H14BNO
Source: the Open Molecules 2025 dataset
Level of theory: ωB97M-V with the def2-TZVPD basis set

Last column: Mulliken charge in e.
Cartesian coordinates (Å):
B1 -2.93 -0.84 0.65  0.180
C1 -1.82 -0.97 -0.45  -0.768
C2 -0.42 -1.29 0.17  -0.761
N1 0.51 -0.18 -0.05  0.378
C3 0.66 0.72 1.11  -0.552
C4 0.01 2.07 0.80  -1.145
C5 1.76 -0.62 -0.57  0.405
C6 2.28 0.18 -1.73  -1.148
O1 2.38 -1.53 -0.14  -0.524
H1 -3.22 0.21 1.14  -0.065
H2 -3.48 -1.82 1.02  -0.078
H3 -1.73 -0.03 -0.96  0.371
H4 -2.10 -1.70 -1.20  0.274
H5 -0.08 -2.19 -0.30  0.374
H6 -0.52 -1.53 1.22  0.456
H7 0.24 0.28 1.99  0.342
H8 1.71 0.93 1.28  0.375
H9 -1.03 1.90 0.54  0.249
H10 0.12 2.77 1.61  0.402
H11 0.48 2.43 -0.09  0.281
H12 1.56 0.93 -2.00  0.308
H13 2.43 -0.45 -2.59  0.358
H14 3.18 0.71 -1.46  0.291

## Properties
structure (SMILES): BCCN(CC)C(C)=O
gap between HOMO and LUMO: 9.334 eV
multiplicity: 1
relative energy (zero: lowest compared OMol25 entry of this formula, charge and spin): 25.4 kcal per mole
E: -391.79630 Eh
M: 127.0 g/mol

Record 8
Formula: C6H14BrO4PSTa
Source: the Open Molecules 2025 dataset
Level of theory: ωB97M-V with the def2-TZVPD basis set

Last column: Mulliken charge in e.
Cartesian coordinates (Å):
C1 -3.47 0.49 -1.06  -0.626
C2 -2.14 0.45 -1.04  0.112
Ta1 0.18 0.27 -0.98  0.458
Br1 0.31 -0.06 -3.66  -0.460
C3 0.27 0.51 1.32  -1.161
C4 0.96 -0.74 2.10  -0.409
C5 0.14 -2.12 1.95  -0.617
S1 1.17 -3.55 1.36  1.108
O1 0.44 -4.83 1.73  -0.664
O2 2.52 -3.59 2.03  -0.625
O3 1.42 -3.59 -0.29  -0.454
P1 0.54 2.80 -1.36  0.184
C6 -1.06 3.81 -1.22  -0.854
O4 1.03 3.00 -3.03  -0.500
H1 -4.55 0.08 -1.00  0.295
H2 2.02 -0.01 -0.96  -0.038
H3 -0.06 -1.55 -0.77  -0.189
H4 -0.77 0.73 1.77  0.351
H5 0.90 1.46 1.53  0.381
H6 0.96 -0.47 3.23  0.271
H7 2.08 -0.88 1.83  0.321
H8 -0.29 -2.38 3.00  0.341
H9 -0.79 -1.99 1.27  0.348
H10 2.09 -2.93 -0.58  0.355
H11 -1.04 4.63 -2.04  0.281
H12 -2.03 3.22 -1.39  0.239
H13 -1.03 4.34 -0.19  0.261
H14 0.20 2.90 -3.55  0.290

## Properties
gap between HOMO and LUMO: 6.178 eV
multiplicity: 1
net charge: -1
E: -3908.36398 Eh
M: 474.1 g/mol

Record 9
Formula: C6H14Cl
Source: the Open Molecules 2025 dataset
Level of theory: ωB97M-V with the def2-TZVPD basis set

Last column: Löwdin spin population.
Cartesian coordinates (Å):
Cl1 -0.67 -1.69 -1.38  0.001
H1 -1.05 -0.50 -1.29  0.000
C1 -2.59 0.17 3.42  0.706
C2 -2.71 1.65 3.39  0.107
C3 -4.16 2.06 3.09  0.004
C4 -5.14 1.29 3.95  0.007
C5 -1.79 2.20 2.28  0.042
C6 -0.31 1.91 2.50  0.002
H2 -3.47 -0.40 3.22  0.047
H3 -1.61 -0.26 3.50  0.044
H4 -2.42 2.12 4.36  0.025
H5 -4.28 3.14 3.25  0.000
H6 -4.37 1.87 2.03  0.001
H7 -6.12 1.77 3.96  0.000
H8 -5.28 0.28 3.57  0.000
H9 -4.78 1.21 4.97  0.003
H10 -2.10 1.69 1.35  0.004
H11 -1.95 3.29 2.15  0.005
H12 0.27 2.79 2.18  0.000
H13 -0.05 1.70 3.54  0.000
H14 0.04 1.07 1.89  0.001

## Properties
gap between HOMO and LUMO (alpha / beta): 8.896 / 11.227 eV
multiplicity: 2
relative energy (zero: lowest compared OMol25 entry of this formula, charge and spin): 8.7 kcal per mole
E: -697.12352 Eh
⟨S²⟩: 0.7535
M: 121.6 g/mol

Record 10
Formula: C6H14Cl2EuF2Nb
Source: the Open Molecules 2025 dataset
Level of theory: ωB97M-V with the def2-TZVPD basis set

Last column: Löwdin spin population.
Cartesian coordinates (Å):
C1 1.29 1.82 -1.37  -0.002
C2 0.94 0.38 -2.08  -0.001
F1 0.12 0.58 -3.30  0.000
Nb1 -0.04 -1.17 -0.74  0.000
C3 -2.09 -0.56 -1.56  -0.015
F2 1.86 -1.82 0.00  0.000
Cl1 0.21 -2.93 -2.54  -0.001
C4 -0.36 0.28 0.99  -0.002
C5 0.84 0.23 2.15  0.000
C6 0.40 -1.01 3.17  0.000
Cl2 -0.90 -0.35 4.36  0.000
H1 1.80 2.49 -2.21  0.000
H2 2.12 1.71 -0.52  0.000
H3 0.35 2.43 -1.00  -0.002
H4 1.98 -0.07 -2.46  0.000
H5 -0.79 -2.49 0.31  -0.001
H6 -2.89 -1.07 -0.84  0.000
H7 -2.21 0.62 -1.38  -0.005
H8 -2.26 -0.83 -2.69  0.000
H9 -0.58 1.40 0.67  -0.001
H10 -1.34 -0.09 1.56  0.000
H11 0.77 1.22 2.81  0.000
H12 1.91 0.11 1.69  0.000
H13 1.29 -1.46 3.78  0.000
H14 -0.13 -1.89 2.57  0.000
Eu1 -2.28 2.46 -1.38  7.031

## Properties
gap between HOMO and LUMO (alpha / beta): 4.803 / 4.989 eV
multiplicity: 8
net charge: +1
E: -2123.86482 Eh
⟨S²⟩: 15.7599
M: 439.9 g/mol

Record 11
Formula: C6H14Cl2NO5S2
Source: the Open Molecules 2025 dataset
Level of theory: ωB97M-V with the def2-TZVPD basis set

Last column: Mulliken charge in e.
Cartesian coordinates (Å):
C1 4.51 0.96 1.38  -1.304
C2 3.47 0.95 0.26  -0.185
C3 2.24 1.81 0.59  -0.844
C4 0.92 1.18 0.18  -0.273
O1 0.62 0.17 1.15  -0.303
S1 -0.91 -0.15 1.54  1.052
O2 -1.50 -0.84 0.42  -0.556
O3 -0.76 -0.89 2.76  -0.695
N1 -1.58 1.25 1.85  -0.510
S2 -2.61 1.91 0.84  0.950
O4 -2.20 1.92 -0.55  -0.581
O5 -3.05 3.16 1.40  -0.667
H1 4.21 0.28 2.18  0.317
H2 5.50 0.65 1.03  0.367
H3 4.61 1.96 1.81  0.329
H4 3.93 1.30 -0.67  0.342
H5 3.12 -0.07 0.10  0.245
H6 2.19 1.93 1.68  0.301
H7 2.31 2.81 0.15  0.403
H8 0.13 1.91 0.12  0.294
H9 1.01 0.69 -0.80  0.215
H10 -3.68 1.08 0.91  0.077
Cl1 -4.91 -2.81 -2.38  -0.223
C5 -3.27 -2.97 -1.69  -0.127
C6 -2.20 -2.90 -2.75  -0.403
Cl2 -2.22 -4.31 -3.85  -0.227
H11 -3.23 -3.91 -1.15  0.340
H12 -3.12 -2.15 -0.99  0.064
H13 -1.23 -2.88 -2.27  0.253
H14 -2.31 -2.01 -3.36  0.352

## Properties
gap between HOMO and LUMO: 9.171 eV
multiplicity: 1
net charge: -1
relative energy (zero: lowest compared OMol25 entry of this formula, charge and spin): 0.0 kcal per mole
E: -2384.79821 Eh
M: 315.2 g/mol

Record 12
Formula: C6H14ClN2O2
Source: the Open Molecules 2025 dataset
Level of theory: ωB97M-V with the def2-TZVPD basis set

Last column: Mulliken charge in e.
Cartesian coordinates (Å):
C1 3.95 -0.96 -0.05  -1.026
C2 3.28 0.33 0.27  0.636
O1 3.86 1.32 0.45  -0.481
O2 1.93 0.23 0.37  -0.268
C3 1.25 1.49 0.44  -0.687
C4 -0.12 1.30 -0.23  -0.625
C5 -0.52 -0.15 -0.27  -0.489
N1 -2.00 -0.29 -0.63  0.022
Cl1 -2.16 -1.07 -2.17  0.058
C6 -2.79 -1.07 0.43  -0.471
N2 -4.19 -0.76 0.40  -0.587
H1 3.30 -1.53 -0.71  0.306
H2 4.91 -0.78 -0.47  0.337
H3 4.02 -1.53 0.86  0.289
H4 1.77 2.27 -0.08  0.397
H5 1.09 1.73 1.48  0.340
H6 -0.88 1.88 0.29  0.465
H7 -0.08 1.68 -1.25  0.323
H8 0.06 -0.68 -1.01  0.314
H9 -0.38 -0.62 0.69  0.307
H10 -2.40 0.65 -0.68  0.484
H11 -2.64 -2.12 0.26  0.384
H12 -2.43 -0.79 1.41  0.405
H13 -4.31 0.19 0.75  0.276
H14 -4.54 -0.73 -0.55  0.293

## Properties
structure (SMILES): CC(=O)OCCC[N@@H+](Cl)CN
gap between HOMO and LUMO: 8.847 eV
multiplicity: 1
net charge: +1
E: -956.90423 Eh
M: 181.6 g/mol